[1]
DFT (the ωB97M-V functional and the def2-TZVPD basis) results for one molecule with the formula C5H10OP2 in a non-equilibrium geometry.

XYZ file:
```
18
Properties=species:S:1:pos:R:3:forces:R:3
C 1.897 -0.438 -1.530 0.9 -1.8 0.1
C 0.542 -0.544 -0.978 -1.1 0.6 -0.7
C -0.441 0.176 -1.504 -2.9 -1.0 2.5
P -2.296 -0.142 -0.490 3.6 -0.6 -0.9
C -2.208 1.368 0.578 0.4 1.5 -2.4
O -1.460 -1.318 0.437 0.3 0.4 -0.1
P 0.222 -1.682 0.371 -1.4 0.2 -0.4
C 0.818 -0.650 1.780 1.7 -1.7 1.4
H 1.920 -0.596 -2.604 0.2 0.1 0.0
H 2.556 -1.150 -1.035 0.1 -0.6 -0.3
H 2.362 0.446 -1.239 0.6 2.1 0.0
H -0.290 0.889 -2.270 -0.1 0.6 -0.8
H -3.120 1.625 1.109 0.0 0.0 -0.1
H -1.776 2.256 -0.052 -1.3 -1.4 1.0
H -1.405 1.152 1.204 1.1 -0.2 1.6
H 0.430 -1.336 2.624 0.7 1.7 -0.7
H 0.324 0.260 1.646 -1.1 1.4 0.4
H 1.925 -0.315 1.957 -1.8 -1.4 -0.6
```
Positions in Å, forces in eV/Å.

Computed properties:
HOMO: -8.667 eV
Electronic energy: -954.41504 Eh
SMILES: CC1=CP(C)OP1C
Energy relative to the best compared isomer or geometry (same formula, charge and spin): 96.6 kJ/mol

Now the natural (NBO) charges, all in e: -0.645, -0.398, -0.390, 1.066, -0.985, -1.083, 1.139, -0.981, 0.228, 0.208, 0.221, 0.198, 0.236, 0.241, 0.229, 0.243, 0.219, 0.253


[2]
DFT (the ωB97M-V functional and the def2-TZVPD basis) results for C5H10OPRe as an isolated structure in a non-equilibrium geometry.

XYZ file:
```
18
Properties=species:S:1:pos:R:3:forces:R:3
C 1.317 0.030 -1.129 1.8 0.7 -0.9
C 0.126 0.145 -2.061 1.7 -0.5 -0.1
C -0.729 -1.019 -1.904 1.1 0.0 -1.1
C -0.099 -1.769 -0.859 -1.0 -3.4 1.3
C 1.086 -1.135 -0.154 1.3 -0.7 -4.0
Re -0.476 0.087 -0.029 -2.8 3.0 3.7
P -0.356 2.082 1.130 0.7 2.1 0.2
H 2.357 0.631 -1.315 -3.0 -1.3 0.8
H 0.050 1.036 -2.716 -0.2 -1.0 0.4
H -1.708 -1.195 -2.443 1.5 0.0 0.9
H 1.841 -1.659 0.479 -0.9 0.6 -0.7
H -0.556 -2.676 -0.378 0.4 0.8 -0.9
H -1.412 2.441 2.110 1.4 0.1 -0.9
H -0.017 3.220 0.189 -0.5 -1.1 1.8
H 0.899 1.795 1.898 -1.3 1.1 -0.4
O -1.081 -0.522 2.161 1.0 0.4 0.2
H -0.814 -1.440 2.286 -0.3 -0.4 0.0
H -0.428 -0.052 2.735 -0.8 -0.4 -0.4
```
Positions in Å, forces in eV/Å.

Computed properties:
HOMO (spin up / spin down): -10.688 / -12.527 eV
2S+1: 4
Electronic energy: -690.92454 Eh
Total charge: +1
⟨S²⟩: 3.77

Now the natural (NBO) charges, all in e: -0.334, -0.326, -0.298, -0.340, -0.464, 0.850, 0.078, 0.298, 0.281, 0.299, 0.291, 0.255, 0.093, 0.119, 0.050, -0.873, 0.516, 0.504


[3]
DFT (the ωB97M-V functional and the def2-TZVPD basis) results for a 2-piece molecular cluster, C5H10OS2 overall in a non-equilibrium geometry.

XYZ file:
```
18
Properties=species:S:1:pos:R:3:forces:R:3
C 1.122 1.624 0.895 2.7 1.9 -0.3
C 1.163 -0.708 -1.788 0.3 -0.3 0.2
C 0.022 1.366 1.258 -3.4 -1.0 0.3
C -2.454 2.355 0.728 2.4 -0.5 -0.9
C 0.933 -2.433 0.489 -1.3 0.4 0.8
O -0.884 -2.341 -1.479 -0.1 0.0 0.2
S -1.615 0.922 1.494 0.4 -0.6 0.2
S -0.088 -1.376 -0.667 0.1 -0.9 -0.3
H 1.200 0.337 -1.628 0.0 1.2 0.4
H 1.981 2.286 0.838 -0.2 -0.9 -0.1
H 0.982 -0.818 -2.858 -0.3 -0.7 0.3
H 2.097 -1.117 -1.451 0.6 -0.2 -0.4
H -1.928 2.516 -0.258 -1.1 -0.1 0.9
H -2.129 3.096 1.422 -0.6 1.2 0.1
H -3.508 2.166 0.678 -0.3 0.0 0.0
H 1.629 -1.815 1.098 -0.2 -0.4 -0.7
H 0.099 -2.726 1.202 1.1 0.0 -0.8
H 1.379 -3.335 0.027 -0.2 0.7 0.1
```
Positions in Å, forces in eV/Å.

Computed properties:
HOMO: -8.382 eV
Electronic energy: -1067.98047 Eh
Energy relative to the best compared isomer or geometry (same formula, charge and spin): 355.9 kJ/mol

Now the natural (NBO) charges, all in e: -0.282, -0.835, -0.241, -0.711, -0.827, -0.986, 0.288, 1.243, 0.230, 0.246, 0.253, 0.225, 0.232, 0.225, 0.238, 0.229, 0.236, 0.238


[4]
DFT (the ωB97M-V functional and the def2-TZVPD basis) results for an isolated ion of composition C5H10P and charge +1 in a non-equilibrium geometry.

XYZ file:
```
16
Properties=species:S:1:pos:R:3:forces:R:3
C 1.971 -2.204 -0.493 -0.7 4.4 0.6
C -0.061 -0.833 0.251 1.3 0.8 -1.0
C -1.989 1.135 -1.134 4.3 -2.7 -2.2
C 0.784 -1.831 0.394 -1.6 -0.6 -0.8
C -0.090 1.825 1.295 -1.9 1.0 0.3
P -0.401 0.755 -0.143 -0.8 -0.2 0.7
H 1.686 -2.977 -1.070 -0.8 -3.1 -1.7
H -2.824 1.071 -0.592 -3.1 -0.3 2.6
H -1.939 0.183 -1.805 -0.4 1.9 0.6
H -2.007 2.071 -1.672 0.6 0.1 -0.3
H 0.307 -2.641 0.964 0.6 0.1 0.4
H 2.862 -2.368 0.029 1.1 -0.6 1.0
H 2.169 -1.386 -1.213 -0.1 -0.2 0.5
H -1.011 1.769 1.992 1.6 0.0 -1.0
H -0.127 2.845 0.849 0.3 -0.5 0.5
H 0.847 1.667 1.847 -0.4 -0.2 -0.4
```
Positions in Å, forces in eV/Å.

Computed properties:
HOMO: -14.591 eV
Electronic energy: -537.50122 Eh
Total charge: +1
Energy relative to the best compared isomer or geometry (same formula, charge and spin): 0.0 kJ/mol

Now the natural (NBO) charges, all in e: -0.613, -0.255, -0.837, -0.125, -0.950, 1.153, 0.245, 0.246, 0.270, 0.278, 0.269, 0.254, 0.228, 0.280, 0.267, 0.289


[5]
DFT (the ωB97M-V functional and the def2-TZVPD basis) results for one molecule with the formula C5H10P4 in a non-equilibrium geometry.

XYZ file:
```
19
Properties=species:S:1:pos:R:3:forces:R:3
H -2.241 -1.981 1.795 -0.3 0.6 0.4
P -2.064 -0.573 2.158 -0.9 -1.2 0.8
C -0.877 -0.406 1.056 0.6 -0.1 -1.8
C -0.432 -1.483 -0.003 2.7 1.5 2.9
C 0.129 -0.770 -1.178 -2.1 -0.3 -0.2
P -0.792 0.483 -1.890 -1.9 -2.4 1.4
P -1.443 1.821 -0.332 1.2 0.6 0.6
C -0.233 0.895 0.755 -2.5 0.0 0.0
C 1.045 1.086 0.862 0.8 1.1 -0.2
P 2.086 -0.125 1.721 -0.8 0.4 1.1
H 0.577 -1.838 0.553 -2.4 -0.4 -1.2
H -1.248 -2.180 -0.088 0.2 -0.7 -0.1
H 0.699 -1.376 -1.824 0.7 -0.4 -1.0
H -1.967 0.647 -2.704 0.3 -0.3 -0.3
H 0.190 0.939 -2.548 2.5 2.2 -2.9
H -0.477 2.715 -0.952 -0.5 0.0 0.6
H 1.447 1.995 0.387 0.2 -0.5 0.5
H 3.014 0.854 1.634 1.8 0.6 0.6
H 2.587 -0.703 0.601 0.5 -0.7 -1.3
```
Positions in Å, forces in eV/Å.

Computed properties:
HOMO: -7.538 eV
Electronic energy: -1561.68793 Eh
SMILES: [H]/P=C1\CC=[PH2]P\C1=C\P
Energy relative to the best compared isomer or geometry (same formula, charge and spin): 145.0 kJ/mol

Now the natural (NBO) charges, all in e: -0.060, 0.482, -0.442, -0.472, -0.841, 0.744, 0.318, -0.312, -0.443, 0.320, 0.225, 0.217, 0.231, -0.077, -0.035, -0.022, 0.218, -0.026, -0.025


[6]
DFT (the ωB97M-V functional and the def2-TZVPD basis) results for one molecule with the formula C5H10S in a non-equilibrium geometry.

XYZ file:
```
16
Properties=species:S:1:pos:R:3:forces:R:3
C -2.124 -0.904 0.227 0.3 1.7 -1.6
C -1.492 0.352 -0.478 -0.6 1.3 3.6
C -0.408 1.100 0.296 -0.7 0.0 2.7
C 0.778 1.728 -0.323 0.8 -2.2 -0.6
C 0.920 0.442 0.599 -0.4 0.9 -1.4
S 1.178 -1.204 -0.132 -0.6 0.8 0.5
H -2.715 -0.743 1.121 0.1 0.5 0.2
H -1.311 -1.547 0.430 0.5 -1.2 0.3
H -2.787 -1.295 -0.538 -0.1 -0.6 0.1
H -1.104 0.196 -1.407 0.8 -1.2 -2.7
H -2.207 1.137 -0.582 -1.1 0.3 -0.4
H -0.806 1.623 1.217 0.3 -0.5 -1.1
H 1.309 2.631 -0.040 -0.5 0.0 0.2
H 0.906 1.399 -1.357 0.1 0.5 0.1
H 1.348 0.662 1.556 0.1 -0.4 0.4
H 2.478 -1.105 -0.215 1.0 0.0 -0.2
```
Positions in Å, forces in eV/Å.

Computed properties:
HOMO: -8.815 eV
Electronic energy: -594.63925 Eh
SMILES: CC[C@@H]1C[C@@H]1S
Energy relative to the best compared isomer or geometry (same formula, charge and spin): 146.6 kJ/mol

Now the natural (NBO) charges, all in e: -0.606, -0.396, -0.212, -0.424, -0.362, -0.032, 0.210, 0.210, 0.212, 0.205, 0.205, 0.210, 0.228, 0.213, 0.218, 0.120


[7]
DFT (the ωB97M-V functional and the def2-TZVPD basis) results for one molecule with the formula C5H10S in a non-equilibrium geometry.

XYZ file:
```
16
Properties=species:S:1:pos:R:3:forces:R:3
C -0.292 1.282 1.487 -0.5 1.0 -2.0
C 0.286 0.331 0.415 2.4 -0.1 -0.4
C 1.870 0.582 0.114 -0.7 -0.1 1.7
C 0.108 -1.189 0.688 0.2 -0.4 -1.9
C -0.757 -1.518 -0.571 1.4 0.3 -0.3
S -0.725 0.233 -1.177 0.3 -0.3 1.0
H -1.408 1.120 1.494 1.2 0.3 0.5
H -0.085 2.326 1.119 -0.5 -0.8 0.2
H 0.195 1.275 2.454 0.0 -0.7 0.3
H 2.354 -0.191 -0.515 -0.6 0.4 0.3
H 2.364 0.569 1.119 -0.3 -0.5 -0.5
H 2.205 1.566 -0.213 -0.7 0.2 -0.6
H 1.041 -1.805 0.658 -0.6 0.8 0.2
H -0.437 -1.446 1.548 -0.6 0.0 1.5
H -0.178 -2.162 -1.251 -0.6 0.1 0.1
H -1.742 -1.906 -0.376 -0.3 -0.1 0.0
```
Positions in Å, forces in eV/Å.

Computed properties:
HOMO: -8.524 eV
Electronic energy: -594.65874 Eh
SMILES: CC1(C)CCS1
Energy relative to the best compared isomer or geometry (same formula, charge and spin): 95.4 kJ/mol

Now the natural (NBO) charges, all in e: -0.640, -0.074, -0.628, -0.434, -0.484, 0.132, 0.226, 0.214, 0.218, 0.216, 0.201, 0.216, 0.210, 0.209, 0.207, 0.210


[8]
DFT (the ωB97M-V functional and the def2-TZVPD basis) results for one molecule with the formula C5H10S in a non-equilibrium geometry.

XYZ file:
```
16
Properties=species:S:1:pos:R:3:forces:R:3
C -0.188 1.417 -0.294 -0.1 2.5 0.0
C -0.020 -0.022 -0.006 -0.6 0.3 0.7
C 0.577 -0.765 -1.128 0.2 0.0 -2.9
C 0.762 -0.199 1.247 -0.1 1.1 1.6
C -1.320 -0.682 0.260 -1.5 -0.4 -0.4
S -2.788 -0.053 0.036 0.0 -0.2 0.2
H -0.819 1.550 -1.174 -0.1 0.2 0.1
H -0.664 1.933 0.584 0.2 -0.4 -0.9
H 0.743 2.006 -0.496 -0.4 -0.9 0.2
H -0.140 -0.749 -2.051 1.3 -0.1 1.6
H 0.721 -1.784 -0.789 0.3 -0.4 -0.4
H 1.546 -0.279 -1.443 -0.9 -0.7 0.3
H 1.793 -0.003 1.064 1.0 0.2 0.0
H 0.659 -1.182 1.665 0.0 -0.6 0.3
H 0.395 0.558 1.990 0.4 -0.8 -0.4
H -1.258 -1.746 0.535 0.2 0.3 0.1
```
Positions in Å, forces in eV/Å.

Computed properties:
HOMO: -8.596 eV
Electronic energy: -594.66080 Eh
SMILES: CC(C)(C)C=S
Energy relative to the best compared isomer or geometry (same formula, charge and spin): 90.0 kJ/mol

Now the natural (NBO) charges, all in e: -0.601, -0.227, -0.580, -0.580, -0.209, 0.059, 0.224, 0.219, 0.215, 0.219, 0.211, 0.222, 0.214, 0.208, 0.215, 0.191